Record 1
Here is 2 unconnected molecules or ions with the total composition C5H15N2O from OMol25. Energies are from ωB97M-V/def2-TZVPD.

Last column: natural (NBO) charge in e.
Atoms and positions in Å:
C 0.101 -0.443 2.642  -0.6016
C -0.525 0.126 1.276  -0.0271
C -0.226 1.457 0.736  -0.4715
C -0.151 1.692 -0.722  -0.3607
C -1.015 0.972 -1.568  0.0132
N -0.609 0.838 -2.857  -0.8103
N 0.021 -1.040 0.376  -0.7523
H 1.135 -0.577 2.334  0.1901
H -0.339 -1.256 3.082  0.2320
H 0.095 0.225 3.403  0.2408
H -1.607 0.176 1.302  0.2167
H 0.735 1.778 1.223  0.2240
H -1.032 2.136 1.104  0.2412
H 0.371 2.528 -1.029  0.2276
H -1.884 0.300 -1.252  0.2012
H 0.202 1.473 -3.224  0.4065
H -1.188 0.456 -3.616  0.4045
H 0.313 -0.719 -0.572  0.4512
H -0.798 -1.672 0.267  0.4339
H 0.848 -1.493 0.998  0.4963
H 2.202 -2.218 -0.866  0.5160
H 1.901 -3.344 0.370  0.5274
O 1.757 -2.400 -0.043  -0.9991

As for the LUMO energy: -3.06 eV. The calculation puts the HOMO-LUMO gap at 8.13 eV. The multiplicity is 1. Its HOMO energy is -0.4113 hartree. Its total charge is +1.

Record 2
Here is 2 unconnected molecules or ions with the total composition C5H15N2O from OMol25. Energies are from ωB97M-V/def2-TZVPD.

Last column: natural (NBO) charge in e.
Atoms and positions in Å:
N -3.567 2.590 -2.469  -1.0818
C 1.290 0.220 -0.028  0.3887
C 0.009 0.172 -0.671  -0.5739
C -1.129 0.429 0.404  -0.0215
O -2.361 0.054 -0.066  -0.6780
C 2.351 -0.732 -0.205  -0.3759
N 2.802 -1.263 1.140  -0.5004
C 1.735 -1.959 1.900  -0.4400
H -4.564 2.719 -2.408  0.3705
H -3.094 3.478 -2.480  0.3601
H -3.260 2.024 -1.697  0.3523
H 1.607 1.183 0.374  0.2168
H -0.023 1.022 -1.367  0.3263
H -0.141 -0.804 -1.139  0.2541
H -1.117 1.477 0.695  0.1977
H -0.858 -0.054 1.358  0.1774
H -2.685 -0.776 0.328  0.5014
H 2.225 -1.567 -0.869  0.2463
H 3.217 -0.141 -0.553  0.2842
H 3.131 -0.437 1.631  0.3698
H 1.476 -1.455 2.826  0.2158
H 0.827 -2.042 1.302  0.1763
H 2.021 -2.994 2.089  0.2340

As for the LUMO energy: -6.93 eV. The calculation puts the HOMO-LUMO gap at 5.24 eV. The multiplicity is 1. Its HOMO energy is -0.4471 hartree. Its total charge is +1.

Record 3
Here is 2 unconnected molecules or ions with the total composition C5H15N2O from OMol25. Energies are from ωB97M-V/def2-TZVPD.

Last column: natural (NBO) charge in e.
Atoms and positions in Å:
N -3.506 -0.602 -1.189  -0.9574
C -1.764 -0.710 0.772  0.0187
C -0.758 -0.176 -0.168  -0.3680
N 0.508 0.158 0.380  -0.3050
C 0.548 0.937 1.608  -0.4255
C 1.443 0.654 -0.635  -0.2409
C 2.849 0.119 -0.430  -0.0806
O 2.753 -1.304 -0.473  -0.7201
H -4.367 -0.129 -0.940  0.3937
H -3.872 -1.389 -1.721  0.3912
H -2.842 -0.930 -0.455  0.3025
H -1.338 -1.334 1.568  0.2326
H -2.522 -0.045 1.166  0.2330
H -0.548 -0.846 -1.018  0.3350
H -1.202 0.713 -0.647  0.2567
H 0.263 1.983 1.402  0.2015
H -0.170 0.564 2.335  0.2047
H 1.555 0.966 2.013  0.2413
H 1.451 1.755 -0.620  0.2159
H 1.080 0.351 -1.617  0.2166
H 3.415 0.432 -1.316  0.1897
H 3.373 0.472 0.459  0.1802
H 3.652 -1.639 -0.473  0.4844

As for the LUMO energy: -7.76 eV. The calculation puts the HOMO-LUMO gap at 5.37 eV. The multiplicity is 1. Its HOMO energy is -0.4827 hartree. Its total charge is +1.

Record 4
Here is 2 unconnected molecules or ions with the total composition C5H15N2O from OMol25. Energies are from ωB97M-V/def2-TZVPD.

Last column: natural (NBO) charge in e.
Atoms and positions in Å:
C 1.478 -0.935 -0.339  -0.5921
C 0.241 -1.038 0.662  -0.0337
C -0.917 -0.023 0.697  -0.4994
C -1.395 0.246 -0.671  0.1535
C -1.477 1.370 -1.361  -0.3653
N -1.902 -0.899 -1.558  -0.7198
N 0.962 -0.973 1.999  -0.8542
H 1.949 0.082 -0.410  0.2181
H 1.075 -1.366 -1.334  0.1650
H 2.209 -1.565 -0.038  0.2251
H -0.260 -1.969 0.465  0.1753
H -1.746 -0.306 1.269  0.2530
H -0.687 0.785 1.344  0.2774
H -1.953 1.457 -2.400  0.2143
H -1.270 2.408 -1.002  0.2627
H -2.213 -1.783 -1.086  0.4560
H -1.205 -1.114 -2.298  0.4558
H -2.721 -0.510 -2.056  0.4556
H 1.555 -1.784 2.190  0.3885
H 1.401 -0.040 2.132  0.3610
H 2.157 2.977 0.579  0.4592
H 2.345 1.983 1.725  0.4504
O 2.374 2.995 1.490  -0.9064

As for the LUMO energy: -3.81 eV. The calculation puts the HOMO-LUMO gap at 8.66 eV. The multiplicity is 1. Its HOMO energy is -0.4583 hartree. Its total charge is +1.

Record 5
Here is 2 unconnected molecules or ions with the total composition C5H15N2O from OMol25. Energies are from ωB97M-V/def2-TZVPD.

Last column: natural (NBO) charge in e.
Atoms and positions in Å:
C -0.635 -1.417 -1.765  -0.0764
O -1.062 -0.077 -2.113  -0.7494
C -0.822 -1.615 -0.264  -0.4416
C 0.356 -2.320 0.398  -0.6087
H -1.230 -2.133 -2.327  0.2045
H 0.419 -1.543 -2.047  0.1598
H -1.092 -0.029 -3.075  0.4960
H -1.014 -0.638 0.196  0.1986
H -1.720 -2.199 -0.090  0.2359
H 1.297 -1.770 0.319  0.1740
H 0.160 -2.481 1.450  0.2304
H 0.543 -3.296 -0.051  0.2311
C 0.371 1.691 1.660  0.0507
C 0.447 2.124 0.405  -0.2109
N 0.868 1.215 -0.668  -0.6960
N 0.084 2.474 2.746  -0.7618
H 0.633 0.670 1.902  0.2042
H 0.214 3.125 0.073  0.2270
H 1.662 1.579 -1.202  0.4314
H 1.152 0.313 -0.284  0.4316
H 0.086 0.997 -1.328  0.4734
H -0.384 3.348 2.543  0.3945
H -0.333 1.983 3.521  0.4018

As for the LUMO energy: -2.93 eV. The calculation puts the HOMO-LUMO gap at 9.95 eV. The multiplicity is 1. Its HOMO energy is -0.4733 hartree. Its total charge is +1.

Record 6
Here is a gas-phase ion, C5H15N2O (charge +1) from OMol25. Energies are from ωB97M-V/def2-TZVPD.

Last column: natural (NBO) charge in e.
Atoms and positions in Å:
C 2.153 -1.445 0.387  -0.4370
N 1.166 -0.460 0.835  -0.4248
C 1.768 0.647 1.550  -0.4395
C 0.448 0.121 -0.379  -0.2585
C -1.030 -0.313 -0.306  -0.0726
N -1.424 -0.583 -1.735  -0.6706
C -1.925 0.785 0.335  -0.0726
O -2.364 1.494 -0.832  -0.7742
H 1.674 -2.416 0.292  0.1995
H 2.747 -1.256 -0.500  0.1825
H 2.954 -1.505 1.144  0.2233
H 0.875 1.254 1.869  0.1843
H 2.158 0.373 2.527  0.2276
H 2.399 1.418 1.116  0.1940
H 0.511 1.197 -0.158  0.2314
H 0.941 -0.158 -1.295  0.1968
H -1.229 -1.213 0.291  0.2472
H -2.440 -0.765 -1.852  0.4510
H -1.189 0.165 -2.401  0.4598
H -1.022 -1.454 -2.082  0.4388
H -2.714 0.295 0.926  0.1891
H -1.501 1.582 0.966  0.2162
H -2.953 2.237 -0.698  0.5083

As for the LUMO energy: -3.49 eV. The calculation puts the HOMO-LUMO gap at 9.04 eV. Its structure (SMILES) is CN(C)C[C@H]([NH3+])CO. The multiplicity is 1. Its HOMO energy is -0.4605 hartree. Its total charge is +1.

Record 7
Here is 2 unconnected molecules or ions with the total composition C5H15N2O from OMol25. Energies are from ωB97M-V/def2-TZVPD.

Last column: natural (NBO) charge in e.
Atoms and positions in Å:
C -2.310 1.552 -2.232  -0.6025
C -0.998 1.749 -1.465  -0.3942
C 0.047 0.648 -1.780  -0.4178
C 0.456 -0.381 -0.682  -0.2515
N 0.266 -2.186 1.593  -0.7223
C -0.263 -0.975 1.597  0.4159
N -0.181 -0.151 0.609  -0.4890
H -2.139 1.482 -3.303  0.2181
H -2.810 0.629 -1.924  0.2021
H -2.961 2.401 -2.029  0.2254
H -0.613 2.725 -1.751  0.2286
H -1.244 1.877 -0.405  0.1635
H -0.395 0.104 -2.612  0.2292
H 0.962 1.112 -2.130  0.2314
H 1.528 -0.260 -0.550  0.2345
H 0.271 -1.384 -1.031  0.2181
H 0.966 -2.403 0.897  0.4156
H 0.496 -2.628 2.469  0.4301
H -0.821 -0.731 2.493  0.2297
H -0.602 0.763 0.683  0.4319
H 3.348 -0.536 2.443  0.4882
H 2.509 0.645 2.302  0.4801
O 2.519 -0.283 2.005  -0.9650

As for the LUMO energy: -3.00 eV. The calculation puts the HOMO-LUMO gap at 11.67 eV. The multiplicity is 1. Its HOMO energy is -0.5391 hartree. Its total charge is +1.

Record 8
Here is 2 unconnected molecules or ions with the total composition C5H15N2OP from OMol25. Energies are from ωB97M-V/def2-TZVPD.

Last column: natural (NBO) charge in e.
Atoms and positions in Å:
C -1.386 0.915 -2.314  -0.4332
C 0.800 1.410 -1.425  -0.3996
C -0.614 -1.184 2.659  -0.4594
C 0.264 1.025 2.490  -0.4534
C 1.493 -1.817 -1.287  -0.9962
N -0.150 0.385 -1.810  -0.7735
N 0.427 -0.307 2.218  -0.2932
O -1.281 -1.874 -1.023  -1.0655
P -0.123 -1.024 -0.864  1.7576
H -1.839 1.597 -1.437  0.1642
H -1.324 1.495 -3.297  0.2128
H -2.163 0.070 -2.301  0.2444
H 1.179 1.980 -2.176  0.1971
H 0.308 2.019 -0.708  0.1829
H 1.679 0.904 -0.900  0.2013
H -0.859 -2.042 1.940  0.2243
H -0.408 -1.572 3.554  0.2020
H -1.546 -0.486 2.725  0.1602
H 0.390 1.240 3.684  0.1987
H 0.970 1.626 2.096  0.1970
H -0.843 1.464 2.365  0.1740
H 1.155 -2.861 -1.316  0.2577
H 1.682 -1.389 -2.346  0.2514
H 2.188 -1.574 -0.527  0.2484

As for the LUMO energy (spin up / spin down): -0.11 / -0.18 eV. The calculation puts the HOMO-LUMO gap (spin up / spin down) at 7.05 / 8.74 eV. The multiplicity is 1. Its HOMO energy (spin up / spin down) is -0.2632 / -0.3276 hartree.

Record 9
Here is 2 unconnected molecules or ions with the total composition C5H15N2S from OMol25. Energies are from ωB97M-V/def2-TZVPD.

Last column: natural (NBO) charge in e.
Atoms and positions in Å:
C -3.555 0.284 0.577  -0.6498
C 2.858 -0.944 1.373  -0.5523
C -2.589 -0.314 -0.372  -0.2101
C 2.912 0.125 0.573  -0.0216
C -0.192 -0.009 -0.852  -0.3389
N 3.832 0.259 -0.400  -0.8246
N -1.208 -0.265 0.212  -0.5283
S -0.275 1.688 -1.558  -0.0355
H -4.529 0.232 0.056  0.2636
H -3.558 -0.125 1.644  0.2394
H -3.257 1.328 0.801  0.2236
H 0.681 -0.069 -0.326  0.2414
H 2.294 -0.963 2.410  0.2209
H 3.245 -1.827 0.922  0.2014
H -2.514 0.045 -1.335  0.2311
H -2.711 -1.462 -0.457  0.2164
H 2.512 1.140 0.866  0.1928
H -0.515 -0.833 -1.550  0.2391
H 4.219 1.113 -0.850  0.4105
H 4.550 -0.449 -0.532  0.3879
H -1.035 -1.114 0.907  0.4703
H -1.085 0.611 0.784  0.4293
H -0.080 1.546 -2.892  0.1933

As for the LUMO energy: -3.37 eV. The calculation puts the HOMO-LUMO gap at 7.72 eV. The multiplicity is 1. Its HOMO energy is -0.4075 hartree. Its total charge is +1.

Record 10
Here is a molecular structure, C5H15N3 from OMol25. Energies are from ωB97M-V/def2-TZVPD.

Last column: natural (NBO) charge in e.
Atoms and positions in Å:
C 2.098 -1.169 0.639  -0.4093
C 1.359 1.670 0.041  -0.6660
N 1.358 -0.785 -0.547  -0.6497
C 0.719 0.468 -0.619  0.3106
N -0.058 0.720 -1.687  -0.7257
H 1.768 -1.104 -1.417  0.3808
H -0.159 -0.117 -2.261  0.3569
H 2.943 -0.506 0.862  0.1764
H 2.477 -2.184 0.514  0.2097
H 1.435 -1.164 1.508  0.1961
H 1.583 1.484 1.091  0.2142
H 0.687 2.526 -0.020  0.2381
H 2.293 1.935 -0.467  0.2250
C -1.737 -1.238 0.839  -0.4186
C -2.332 0.790 -0.270  -0.4322
N -1.607 0.217 0.759  -0.5547
H -0.523 0.376 0.534  0.3195
H -1.519 -1.740 -0.115  0.1713
H -2.755 -1.487 1.137  0.2001
H -1.039 -1.625 1.581  0.1925
H -3.168 0.220 -0.670  0.1885
H -2.543 1.847 -0.137  0.1903
H -1.281 0.866 -1.298  0.2861

As for the LUMO energy (spin up / spin down): 0.67 / 0.67 eV. The calculation puts the HOMO-LUMO gap (spin up / spin down) at 7.72 / 7.72 eV. The multiplicity is 1. Its HOMO energy (spin up / spin down) is -0.2591 / -0.2591 hartree.

We obtain relative energy (zero: lowest compared OMol25 entry of this formula, charge and spin) values of 375.1; 448.3; 607.7; 355.0; 136.5; 258.5; 61.3; 394.4; 310.5; 352.0 kJ/mol for the records listed above, in that order.
We obtain strongest force on any atom values of 5.23; 2.20; 3.58; 5.70; 0.55; 3.38; 1.23; 6.10; 5.16; 1.98 eV/Å for the records listed above, in that order.